1.
A cluster of 9 separate species, C41H66NO21PS2 in total at a distorted geometry. Source: the OMol25 dataset; level of theory: ωB97M-V with the def2-TZVPD basis set.

SMILES string: CCOC[C@@H]1OC(=O)[C@@]([PH2]=S)(S(C)(=O)=O)[C@@H]1CN.O=C1CCCO1.O=C1CCCO1.O=C1CCCO1.O=C1CCCO1.O=C1CCCO1.O=C1CCCO1.O=C1CCCO1.O=C1CCCO1
E_HOMO in eV: -9.2
Strongest force on any atom in eV Å⁻¹: 4.903
Spin multiplicity: 1
Orbital gap in Ha: 0.347

Each line ends with the Löwdin charge.
Atoms and positions in Å:
C 4.14710 -1.62802 0.90549  -0.047
C 3.95906 -3.04149 1.43954  -0.233
O 2.68231 -3.24455 2.02080  -0.127
C 1.75486 -3.75232 1.10333  -0.191
C 0.38796 -3.68769 1.75214  -0.208
O -0.26579 -4.95462 1.59095  0.057
C -1.41870 -4.85071 0.89170  -0.438
O -2.30186 -5.73985 0.88492  0.104
C -1.33654 -3.49761 0.11174  -0.452
P -0.33396 -4.00731 -1.38659  0.494
S 0.57482 -2.59992 -2.37118  0.280
S -2.96989 -2.91671 -0.41402  0.629
C -2.83681 -2.15331 -1.98690  -0.167
O -3.39544 -1.91849 0.54007  -0.316
O -3.82931 -4.06051 -0.58448  -0.291
C -0.62411 -2.67453 1.18792  -0.232
C -0.04519 -1.28311 0.99054  -0.230
N -0.91858 -0.23497 0.52452  0.060
H 3.23790 -1.04899 0.97473  0.047
H 4.93674 -1.12099 1.43898  0.071
H 4.44400 -1.64028 -0.13417  0.077
H 4.72248 -3.28192 2.16234  0.104
H 4.09340 -3.74029 0.62101  0.116
H 1.97856 -4.76980 0.79787  0.121
H 1.76818 -3.13928 0.20494  0.078
H 0.53731 -3.45443 2.79737  0.167
H -1.30868 -4.65739 -2.14684  0.013
H 0.48322 -5.02024 -0.90592  -0.010
H -2.20374 -1.27412 -1.99755  0.016
H -3.84980 -1.90965 -2.26614  0.081
H -2.44341 -2.83660 -2.72246  0.040
H -1.35688 -2.61519 1.98918  0.155
H 0.30211 -0.99355 1.97772  0.107
H 0.83371 -1.30210 0.36512  0.083
H -1.20638 -0.36320 -0.43092  0.027
H -1.73342 -0.15071 1.10397  0.067
O 2.13985 -6.71986 -0.97998  0.115
C 1.42993 -7.46802 -1.58237  -0.485
C 1.47965 -8.98016 -1.63970  -0.064
C 0.59637 -9.29981 -2.84865  -0.145
C -0.37180 -8.12120 -2.84871  -0.139
O 0.39021 -7.01421 -2.32005  -0.023
H 1.06306 -9.36848 -0.70951  0.135
H 2.50449 -9.32009 -1.74810  0.126
H 0.09306 -10.26161 -2.79434  0.116
H 1.19762 -9.28391 -3.75763  0.118
H -1.23140 -8.28546 -2.19682  0.131
H -0.72529 -7.85426 -3.84046  0.126
O -1.22881 0.47574 -2.54785  0.064
C -0.24980 1.16022 -2.68895  -0.471
C 1.12354 0.95755 -2.09650  -0.081
C 1.76862 2.32494 -2.29337  -0.130
C 1.05514 2.84171 -3.53362  -0.135
O -0.26642 2.25280 -3.47160  0.027
H 1.62550 0.16832 -2.66101  0.106
H 1.04452 0.66481 -1.05365  0.102
H 2.84992 2.30146 -2.39956  0.124
H 1.52771 2.95682 -1.43826  0.114
H 1.53150 2.51227 -4.45929  0.128
H 0.95058 3.92318 -3.55225  0.102
O -6.06954 2.51975 4.40273  0.124
C -5.99147 1.46824 3.84638  -0.497
C -6.73759 1.00970 2.60392  -0.074
C -6.53200 -0.50567 2.62346  -0.147
C -5.19448 -0.62390 3.34216  -0.150
O -5.15537 0.48886 4.25886  0.025
H -6.27080 1.47737 1.73588  0.124
H -7.78012 1.30645 2.65931  0.122
H -6.52677 -0.97474 1.64256  0.113
H -7.31536 -0.97528 3.21910  0.117
H -4.35100 -0.53821 2.65503  0.106
H -5.09298 -1.54584 3.90762  0.126
O 7.75548 -2.32837 2.61548  0.127
C 7.86749 -3.38603 3.15222  -0.496
C 8.45182 -3.67335 4.52422  -0.073
C 8.67850 -5.18499 4.48462  -0.153
C 7.59218 -5.63391 3.51303  -0.154
O 7.42928 -4.54013 2.59178  0.015
H 7.71444 -3.38679 5.27483  0.131
H 9.36405 -3.10486 4.67244  0.124
H 8.61351 -5.67572 5.45289  0.114
H 9.66107 -5.39891 4.06358  0.117
H 6.63563 -5.80881 4.00961  0.126
H 7.86353 -6.52179 2.94865  0.123
O 3.69931 1.47424 1.11372  0.116
C 2.72499 1.74233 1.74945  -0.491
C 2.29137 1.17443 3.09048  -0.059
C 0.81683 1.57680 3.16907  -0.135
C 0.80183 2.85090 2.33439  -0.146
O 1.83254 2.66945 1.34027  0.015
H 2.89213 1.64442 3.86977  0.134
H 2.44659 0.09984 3.11103  0.113
H 0.43878 1.72499 4.17758  0.121
H 0.20683 0.81284 2.68551  0.076
H 1.04829 3.73782 2.91878  0.109
H -0.14579 3.01498 1.82714  0.120
O 0.45580 5.93426 3.82589  0.111
C 0.16916 6.59692 2.87224  -0.487
C -0.45205 6.12617 1.57107  -0.068
C -0.20223 7.29710 0.62681  -0.156
C -0.18198 8.47037 1.60109  -0.142
O 0.34604 7.93320 2.83458  0.029
H -1.51568 5.95012 1.74213  0.137
H 0.02447 5.21312 1.23219  0.101
H -0.93930 7.39812 -0.15974  0.100
H 0.77053 7.18756 0.15344  0.119
H -1.18081 8.86340 1.80290  0.125
H 0.45734 9.28774 1.27940  0.123
O -0.27898 5.92805 -2.17096  0.103
C -0.56719 6.58135 -3.13442  -0.481
C -1.16908 6.12004 -4.44065  -0.069
C -0.93651 7.32002 -5.36140  -0.140
C -0.94434 8.47446 -4.36582  -0.147
O -0.41318 7.92412 -3.14343  0.022
H -2.23926 5.91773 -4.27359  0.103
H -0.68136 5.21320 -4.78871  0.119
H -1.67989 7.43145 -6.14714  0.117
H 0.04485 7.24586 -5.83262  0.116
H -1.95285 8.83965 -4.16420  0.127
H -0.31995 9.31130 -4.66673  0.122
O -4.14445 5.13329 -4.22476  0.103
C -4.51035 4.15911 -3.62970  -0.476
C -3.78279 3.41093 -2.53014  -0.058
C -4.53996 2.08275 -2.47858  -0.147
C -5.92894 2.50087 -2.94871  -0.145
O -5.70245 3.58803 -3.86832  0.036
H -3.88182 3.98349 -1.60603  0.136
H -2.73058 3.29880 -2.77594  0.112
H -4.54472 1.60642 -1.50070  0.113
H -4.09861 1.38540 -3.18797  0.114
H -6.55438 2.87081 -2.13362  0.125
H -6.46404 1.71388 -3.47268  0.124

---

2.
A cluster of 10 separate species, C20H65N5O10 in total at a distorted geometry. Source: the OMol25 dataset; level of theory: ωB97M-V with the def2-TZVPD basis set.

E_HOMO (spin up / spin down) in eV: 0.5 / -6.5
Strongest force on any atom in eV Å⁻¹: 3.298
Spin multiplicity: 2
⟨S²⟩: 0.7505
Orbital gap (spin up / spin down) in Ha: 0.063 / 0.316
Net charge: -1

Each line ends with the Löwdin spin population.
Atoms and positions in Å:
C -2.27461 3.89842 4.87476  0.002
C -0.84804 3.62525 4.56357  0.002
C -0.55044 3.11271 3.10880  0.002
O -1.10549 1.84177 2.93078  0.003
C -0.37246 0.97887 2.04403  0.010
N -0.19209 4.83946 4.74266  0.001
H -2.95393 3.04600 4.87644  0.001
H -2.72492 4.64629 4.22207  0.001
H -2.32860 4.19206 5.92307  0.000
H -0.48421 2.83900 5.22504  0.001
H 0.51881 3.15477 2.90133  0.001
H -0.95054 3.80982 2.37256  0.001
H -0.91384 0.04256 1.90860  0.001
H 0.47448 0.71509 2.67745  0.002
H -0.06265 1.36391 1.07250  0.008
H -0.47147 5.21730 5.63669  0.000
H -0.53807 5.56314 4.12891  0.001
C -2.17356 -6.10297 0.06919  0.001
C -0.70394 -6.31434 -0.28863  0.001
C -0.14616 -4.97183 -0.78168  0.003
O -0.75920 -4.65584 -2.00116  0.004
C -0.59120 -3.30385 -2.41310  0.008
N 0.10727 -6.93670 0.81235  0.001
H -2.70412 -6.90987 0.57469  0.000
H -2.83620 -5.68887 -0.69076  0.000
H -2.08720 -5.35260 0.85505  0.000
H -0.53527 -7.11801 -1.00540  0.000
H 0.93994 -5.00508 -0.86751  0.003
H -0.35566 -4.15681 -0.08889  0.000
H -0.63570 -2.59657 -1.58492  0.003
H -1.37740 -3.13633 -3.14925  0.002
H 0.34335 -3.24009 -2.97046  0.005
H -0.36704 -7.77995 1.10228  0.000
H 1.04890 -7.20191 0.56117  0.001
C 2.13907 -2.34626 0.62082  0.015
C 3.53974 -2.14121 1.15957  0.036
C 3.56430 -0.96278 2.16446  0.018
O 3.16284 0.15303 1.40052  0.057
C 3.22507 1.44001 2.07021  0.046
N 4.02739 -3.40882 1.60300  0.006
H 1.58828 -2.91454 1.37035  0.001
H 2.30527 -3.02870 -0.21270  0.005
H 1.52388 -1.54206 0.21721  0.009
H 4.15229 -1.76362 0.34084  0.029
H 4.56582 -0.84443 2.57805  0.006
H 2.88704 -1.05924 3.01305  0.002
H 2.68330 2.23057 1.55100  0.007
H 4.18816 1.94695 2.01037  0.024
H 2.84621 1.40675 3.09171  0.003
H 3.27922 -3.94812 2.01470  0.000
H 4.29430 -3.93282 0.78185  0.011
C 1.18604 4.51464 -0.40786  0.015
C 1.16345 4.85446 -1.95144  0.004
C 2.61946 4.75752 -2.51317  0.036
O 2.48752 5.04915 -3.92338  0.019
C 2.75856 6.40316 -4.46918  0.005
N 0.21414 3.92239 -2.49121  0.004
H 1.13456 3.44243 -0.21859  0.006
H 0.23541 4.88471 -0.02388  0.001
H 1.98088 4.99729 0.16081  0.006
H 0.68931 5.82275 -2.11180  0.000
H 3.08374 3.78518 -2.34852  0.033
H 3.29730 5.50158 -2.09482  0.006
H 3.82227 6.63862 -4.50348  0.001
H 2.26621 7.11314 -3.80462  0.000
H 2.22923 6.52706 -5.41393  0.001
H 0.63052 3.01485 -2.33926  0.006
H 0.33430 3.97179 -3.49282  0.001
C -2.07544 -1.96974 0.77532  0.004
C -2.79003 -1.18442 -0.38646  0.003
C -4.20840 -1.73496 -0.71403  0.004
O -4.07182 -3.07148 -1.29407  0.001
C -5.30449 -3.62767 -1.88708  0.001
N -2.71312 0.26415 -0.18176  0.003
H -1.04732 -1.70086 1.01773  0.001
H -2.17678 -3.05458 0.80624  0.000
H -2.67390 -1.85012 1.67845  0.001
H -2.32214 -1.32286 -1.36115  0.001
H -4.54055 -0.98086 -1.42755  0.001
H -4.73563 -1.95925 0.21323  0.001
H -6.04601 -3.77331 -1.10156  0.000
H -5.06414 -4.59457 -2.32915  0.000
H -5.70770 -2.90388 -2.59536  0.000
H -3.35121 0.69167 -0.83763  0.002
H -3.03825 0.38480 0.76683  0.002
O 0.51521 -0.56092 -4.38543  0.016
H -0.27736 -0.24930 -3.94844  0.003
H 0.98758 -1.04574 -3.70864  0.006
O 2.27374 -1.74259 -2.79803  0.111
H 2.98590 -1.26378 -3.22206  0.052
H 1.90553 -1.11974 -2.17137  0.012
O 2.14772 0.72235 -1.05476  0.137
H 3.00060 0.79997 -1.48231  0.103
H 2.35068 0.68012 -0.12028  0.010
O -2.42896 2.96469 0.21664  0.004
H -3.22438 3.17686 0.70504  0.002
H -2.19698 2.08267 0.50728  0.001
O -0.59760 0.28239 -1.99933  0.014
H -1.28360 0.32476 -1.33312  0.003
H 0.21497 0.43561 -1.51718  0.011

---

3.
A structure of composition C39H32Co2FO9P at a distorted geometry. Source: the OMol25 dataset; level of theory: ωB97M-V with the def2-TZVPD basis set.

E_HOMO in eV: -0.1
Strongest force on any atom in eV Å⁻¹: 5.584
Spin multiplicity: 1
Orbital gap in Ha: 0.156
Net charge: -2

Each line ends with the Löwdin charge.
Atoms and positions in Å:
C 0.05773 1.87871 -5.56901  -0.068
C -1.37948 1.81676 -5.18034  -0.179
O -1.22823 1.11622 -3.91343  0.036
C -2.32301 1.04682 -3.19973  -0.201
C -1.98908 0.45410 -1.84574  -0.243
F -0.62625 0.23986 -1.78439  0.045
C -2.60690 -1.05118 -2.26540  -0.327
O -3.73021 -1.43747 -2.48076  0.109
O -1.50917 -1.79681 -2.52951  -0.032
C -1.68869 -3.17502 -2.91398  -0.205
C -0.25836 -3.69052 -2.90576  -0.077
O -3.43771 1.38178 -3.77084  0.110
H 0.16282 2.43567 -6.49777  0.074
H 0.62915 2.38361 -4.78334  0.089
H 0.47277 0.87484 -5.70265  0.086
H -1.80861 2.80356 -4.98863  0.135
H -2.00153 1.19740 -5.83051  0.130
H -2.30506 -3.69603 -2.16341  0.131
H -2.11712 -3.21066 -3.92769  0.122
H -0.23094 -4.75576 -3.18048  0.070
H 0.37963 -3.12384 -3.61429  0.078
H 0.18994 -3.57233 -1.90021  0.080
O 1.48063 5.07797 1.57621  0.029
C 0.96028 4.23271 0.96144  -0.158
Co 0.33960 2.80220 0.05861  0.012
C -0.21034 3.29824 -1.49507  -0.193
O -0.68614 3.56159 -2.52527  0.059
C 1.86947 2.14038 -0.47054  -0.194
O 2.89495 1.74056 -0.85667  0.038
C -0.66637 1.99689 1.38165  -0.244
C -1.12488 1.73678 0.13319  -0.173
C -2.28405 1.09013 -0.58810  -0.208
C -3.57224 1.86290 -0.74785  -0.127
C -4.04150 3.17394 -0.86671  -0.052
C -5.06568 3.45014 -1.85540  -0.135
C -5.38449 2.52740 -2.79816  -0.100
C -4.70746 1.22933 -2.86178  -0.248
C -4.23707 0.89164 -1.54216  -0.142
Co -0.52684 0.05596 1.98325  -0.111
C -1.07078 -1.32351 1.06366  -0.286
O -1.44679 -2.24772 0.42142  -0.020
C -1.19507 0.10190 3.57624  -0.277
O -1.61956 0.09315 4.69002  -0.051
P 1.36207 -0.64462 2.31126  0.967
C 2.30512 -1.40304 0.93491  -0.320
C 3.44793 -2.16806 1.22240  -0.101
C 4.15951 -2.77320 0.18376  -0.107
C 3.73394 -2.61188 -1.13944  -0.111
C 2.59994 -1.84508 -1.42249  -0.091
C 1.88218 -1.23539 -0.38950  -0.077
C 2.48276 0.61691 3.02403  -0.313
C 3.70462 0.94062 2.41629  -0.087
C 4.51032 1.93890 2.97051  -0.101
C 4.08044 2.64604 4.09695  -0.122
C 2.83825 2.36144 4.67108  -0.098
C 2.03823 1.34692 4.13803  -0.098
C 1.33878 -2.04636 3.50488  -0.311
C 1.93561 -1.95756 4.77020  -0.083
C 1.78357 -3.00831 5.68237  -0.109
C 1.04920 -4.14533 5.33211  -0.128
C 0.47688 -4.24450 4.06036  -0.097
C 0.63862 -3.20436 3.14065  -0.082
H -1.02656 2.61941 2.19681  0.062
H -2.42006 0.14681 0.03959  0.145
H -3.70548 3.99200 -0.20804  0.097
H -5.56468 4.43779 -1.87254  0.089
H -6.08834 2.73251 -3.57571  0.069
H -5.26505 0.39018 -3.29466  0.136
H -4.57242 -0.03716 -1.08373  0.128
H 3.76741 -2.29516 2.25905  0.107
H 5.04484 -3.36756 0.41324  0.086
H 4.28731 -3.08371 -1.95361  0.086
H 2.26570 -1.71202 -2.45226  0.096
H 0.99439 -0.64147 -0.62642  0.084
H 4.02529 0.40066 1.52651  0.091
H 5.47645 2.15833 2.51517  0.091
H 4.71378 3.42349 4.52691  0.084
H 2.48429 2.92122 5.53717  0.092
H 1.06336 1.12050 4.58144  0.095
H 2.51603 -1.07520 5.03809  0.092
H 2.24394 -2.93078 6.66775  0.087
H 0.92477 -4.95872 6.04855  0.083
H -0.09658 -5.12781 3.77765  0.092
H 0.20632 -3.28875 2.14057  0.091